(1)
The following is a quantum chemistry calculation of C2H2F2P as an isolated structure in a non-equilibrium geometry, from the Open Molecules 2025 dataset.

net charge: +1
HOMO (spin up / spin down): -17.44 / -17.44 eV
LUMO energy (spin up / spin down): -8.46 / -8.46 eV
spin multiplicity: 1

Cartesian coordinates (Å):
C: -0.67175 0.43926 0.30073
C: -1.39529 -0.52635 -0.02010
F: 1.32430 -1.16119 -0.43533
F: 1.70392 1.46553 -0.56807
P: 1.17832 -0.14611 0.77732
H: -0.55063 1.52180 0.23192
H: -1.58887 -1.59294 -0.28647

(2)
The following is a quantum chemistry calculation of a 9-piece molecular cluster, C51H123N9O9 overall in a non-equilibrium geometry, from the Open Molecules 2025 dataset.

SMILES: CC1(C)CCCC(C)(C)N1O.CC1(C)CCCC(C)(C)N1O.CC1(C)CCCC(C)(C)N1O.COC[C@H](C)N.COC[C@H](C)N.COC[C@H](C)N.COC[C@H](C)N.COC[C@H](C)N.COC[C@H](C)N
HOMO: -8.02 eV
LUMO energy: 0.11 eV
spin multiplicity: 1

Cartesian coordinates (Å):
C: -1.98152 -1.65572 3.02252
C: -3.50936 -1.77315 2.86625
C: -3.87132 -2.49403 1.45336
C: -3.98663 -2.71300 4.04228
C: -5.49851 -2.79936 4.21670
C: -6.06202 -1.38108 4.39481
C: -5.66431 -0.32416 3.36993
C: -6.56190 -0.52634 2.15589
C: -5.87884 1.00678 4.02562
N: -4.22288 -0.47514 3.05937
O: -3.89012 0.42336 2.14834
H: -1.77566 -0.98322 3.85526
H: -1.44810 -2.59311 3.18018
H: -1.64313 -1.29974 2.04944
H: -3.02249 -3.15036 1.26147
H: -4.89172 -2.87717 1.44340
H: -3.88162 -1.80949 0.60519
H: -3.65042 -3.72758 3.82851
H: -3.60146 -2.36438 5.00051
H: -5.98587 -3.27480 3.36550
H: -5.77802 -3.23058 5.17795
H: -5.74963 -1.10063 5.40073
H: -7.12851 -1.59024 4.31144
H: -6.58676 -1.58032 1.87912
H: -6.26222 0.03964 1.27387
H: -7.58112 -0.23512 2.40984
H: -6.81148 1.13730 4.57448
H: -5.80469 1.83135 3.31661
H: -5.13548 1.15192 4.80948
H: -3.48933 1.14153 2.64353
C: 1.23089 5.10971 1.20737
C: 0.16819 4.56741 2.26394
C: -0.56635 5.78724 2.95409
C: -1.01469 3.75090 1.68372
C: -0.60732 2.32833 1.35695
C: 0.03258 1.70958 2.56580
C: 1.16712 2.42469 3.26519
C: 1.29701 1.83864 4.64426
C: 2.51045 2.14673 2.51840
N: 0.86151 3.81751 3.35443
O: 1.84859 4.50939 4.07941
H: 1.35382 4.37941 0.40759
H: 0.69973 5.91254 0.69606
H: 2.16091 5.38942 1.70225
H: -1.05018 6.44363 2.23079
H: -1.31946 5.48549 3.68202
H: 0.15277 6.35576 3.54380
H: -1.95208 3.77080 2.23959
H: -1.35098 4.08708 0.70291
H: -1.43492 1.71438 1.00164
H: 0.10483 2.29776 0.53232
H: 0.33200 0.74447 2.15711
H: -0.70583 1.49756 3.33904
H: 0.43538 2.02590 5.28508
H: 2.06757 2.33191 5.23673
H: 1.41283 0.75522 4.61461
H: 2.60866 1.06177 2.48234
H: 3.42884 2.47949 3.00207
H: 2.44772 2.58872 1.52402
H: 1.51226 4.42984 4.97505
C: 2.80536 -1.15586 0.82448
C: 2.01623 -1.82622 -0.32748
C: 3.05547 -2.25814 -1.38537
C: 1.41115 -3.12287 0.23750
C: 0.27478 -3.70307 -0.57988
C: -0.76273 -2.59516 -0.80820
C: -0.27724 -1.33295 -1.55980
C: 0.07328 -1.82499 -2.99455
C: -1.39634 -0.23071 -1.62283
N: 0.99033 -0.84411 -0.83780
O: 1.57130 0.24504 -1.56460
H: 3.45894 -1.92707 1.23213
H: 3.29988 -0.29356 0.37727
H: 2.00715 -0.91894 1.52792
H: 3.51828 -1.42267 -1.91064
H: 3.90908 -2.76477 -0.93506
H: 2.54391 -2.80206 -2.17944
H: 2.16517 -3.90567 0.31981
H: 0.95514 -3.07643 1.22643
H: 0.64379 -4.13253 -1.51127
H: -0.21722 -4.50632 -0.03141
H: -0.87224 -2.26304 0.22417
H: -1.75251 -2.89931 -1.14868
H: -0.78426 -2.25626 -3.51101
H: 0.88779 -2.54228 -3.09542
H: 0.36437 -0.97584 -3.61286
H: -1.15723 0.73722 -2.06334
H: -1.67673 -0.12840 -0.57449
H: -2.36995 -0.50990 -2.02563
H: 1.76442 -0.16260 -2.41203
C: -0.59253 6.89777 -4.35875
O: 0.30734 5.75864 -4.33274
C: -0.22508 4.50030 -4.72505
C: -1.15460 3.98619 -3.61329
C: -0.39348 3.62144 -2.36475
N: -1.69235 2.77295 -4.15682
H: -1.44408 6.83368 -3.68137
H: -1.02073 7.00896 -5.35494
H: 0.03275 7.72424 -4.02100
H: -0.84319 4.55426 -5.62122
H: 0.58789 3.81104 -4.95331
H: -1.91355 4.73454 -3.38510
H: 0.27378 2.76452 -2.45726
H: -1.05264 3.39856 -1.52574
H: 0.18969 4.51113 -2.12713
H: -1.89948 2.97954 -5.12353
H: -1.03640 2.00554 -4.12666
C: 2.06464 -5.55576 -4.85070
O: 1.62461 -6.49730 -3.86698
C: 0.24402 -7.10598 -3.88063
C: 0.11062 -8.24135 -2.81531
C: 0.53062 -7.67018 -1.43497
N: 1.07230 -9.29403 -3.02166
H: 3.10789 -5.43489 -4.55895
H: 1.42523 -4.67931 -4.74544
H: 1.88167 -5.88073 -5.87491
H: -0.45221 -6.30006 -3.64853
H: -0.07420 -7.45181 -4.86411
H: -0.88052 -8.67319 -2.67653
H: 1.56056 -7.31618 -1.39019
H: 0.39943 -8.40427 -0.63999
H: -0.07883 -6.79006 -1.22985
H: 1.00862 -9.92400 -2.23478
H: 1.97413 -8.84376 -3.08527
C: -5.11521 1.98697 -0.76922
O: -5.86046 2.18736 -1.94457
C: -6.33845 3.49147 -2.16189
C: -5.20538 4.15163 -2.97317
C: -5.55095 5.47893 -3.65720
N: -4.83185 3.20902 -4.00320
H: -4.35113 2.73161 -0.54604
H: -4.67266 0.99491 -0.85900
H: -5.88327 1.91164 0.00052
H: -7.23758 3.47301 -2.77779
H: -6.62359 4.00153 -1.24176
H: -4.32905 4.32823 -2.34950
H: -6.10457 6.09330 -2.94715
H: -6.20528 5.54172 -4.52668
H: -4.67599 6.03038 -4.00137
H: -3.83951 3.03245 -4.06790
H: -5.18038 2.35141 -3.59930
C: 2.44256 -0.05156 -5.82732
O: 2.41836 1.33386 -5.72788
C: 3.77253 1.86602 -5.41573
C: 4.10469 1.69195 -3.89714
C: 3.58447 2.73305 -2.98750
N: 5.57032 1.61311 -3.72240
H: 2.79483 -0.65497 -4.99072
H: 2.99150 -0.23219 -6.75152
H: 1.45236 -0.45602 -6.03712
H: 4.52134 1.44225 -6.08491
H: 3.90914 2.92706 -5.62459
H: 3.75440 0.69615 -3.62553
H: 3.67004 2.38121 -1.95939
H: 2.53560 2.77789 -3.28066
H: 4.06218 3.71100 -3.04656
H: 5.88112 2.55926 -3.89062
H: 5.74428 1.40513 -2.74948
C: 0.69055 -5.87966 2.91479
O: 0.80784 -4.50999 3.39564
C: 0.52468 -4.28090 4.77003
C: 0.74545 -2.76280 5.21493
C: 2.17182 -2.39334 5.21216
N: 0.16853 -2.57134 6.56454
H: 0.97655 -6.05576 1.87782
H: -0.38135 -6.06278 2.98954
H: 1.23098 -6.56167 3.57122
H: -0.52165 -4.55333 4.90812
H: 1.14730 -5.00401 5.29686
H: 0.21843 -2.12596 4.50445
H: 2.78778 -2.88695 4.46048
H: 2.61299 -2.50988 6.20205
H: 2.27379 -1.37269 4.84340
H: 0.62150 -3.15266 7.25519
H: 0.41569 -1.59551 6.64688
C: 6.75988 -1.11895 2.56096
O: 7.03250 -0.44949 1.36053
C: 6.38753 0.80404 1.37237
C: 6.44070 1.45478 -0.10278
C: 5.94414 2.95364 0.01279
N: 5.53824 0.74927 -0.97235
H: 7.30120 -0.71757 3.41768
H: 7.24332 -2.09234 2.47790
H: 5.67829 -1.20726 2.66329
H: 5.34164 0.64212 1.63315
H: 6.82988 1.49102 2.09382
H: 7.44220 1.39718 -0.52915
H: 4.86491 3.09901 0.05997
H: 6.27903 3.51831 -0.85733
H: 6.29509 3.46063 0.91162
H: 5.75927 -0.23621 -0.97998
H: 4.59812 0.87714 -0.62605

(3)
The following is a quantum chemistry calculation of C4H10NO as an isolated structure in a non-equilibrium geometry, from the Open Molecules 2025 dataset.

net charge: -1
HOMO: -2.12 eV
LUMO energy: 3.13 eV
spin multiplicity: 1

Cartesian coordinates (Å):
C: 1.20006 0.47618 -0.44594
N: 3.97444 0.09630 -0.06842
C: 2.48029 -0.23188 0.20097
C: -3.36899 0.25778 0.71619
C: -4.05811 -0.64593 -0.07368
O: -5.27774 -0.96920 -0.13257
H: 0.78269 1.21031 0.24576
H: 0.49902 -0.27484 -0.77422
H: 1.54192 1.02602 -1.33339
H: 3.16065 0.90350 0.17452
H: 2.29010 -1.23093 -0.21605
H: 2.39528 -0.37570 1.27443
H: -2.31641 0.05883 0.85308
H: -3.95936 0.87384 1.39118
H: -3.40274 -1.29229 -0.72564
H: 4.05889 0.11801 -1.08622

(4)
The following is a quantum chemistry calculation of a 3-piece molecular cluster, C4H14O2S overall in a non-equilibrium geometry, from the Open Molecules 2025 dataset.

SMILES: CCCCS.O.O
HOMO: -8.67 eV
LUMO energy: 0.35 eV
spin multiplicity: 1

Cartesian coordinates (Å):
C: -0.05927 -0.98786 -3.05109
C: -0.24096 -0.20646 -1.80345
C: -0.69500 -1.08121 -0.61222
C: -0.87841 -0.26083 0.68599
S: -2.20218 -1.05789 1.55794
H: 0.08580 -0.28632 -3.82128
H: 0.62165 -1.82091 -2.94987
H: -0.96618 -1.52101 -3.42017
H: -0.91922 0.62478 -1.94264
H: 0.75742 0.32310 -1.51313
H: 0.05303 -1.90480 -0.51276
H: -1.72629 -1.41759 -0.92113
H: -1.24336 0.71337 0.29202
H: -0.04889 -0.38912 1.41208
H: -1.69963 -0.88980 2.74565
O: -0.27640 1.59455 3.01633
H: -0.24726 1.87129 3.90781
H: 0.61968 1.46481 2.72032
O: 3.18589 1.48422 1.60813
H: 2.19584 1.44874 1.36172
H: 3.68371 2.29895 1.23975

(5)
The following is a quantum chemistry calculation of C29H48NOP3RhS as an isolated structure in a non-equilibrium geometry, from the Open Molecules 2025 dataset.

net charge: +3
HOMO (spin up / spin down): -15.02 / -16.62 eV
LUMO energy (spin up / spin down): -7.25 / -10.78 eV
<S²>: 6.0469
spin multiplicity: 5

Cartesian coordinates (Å):
Rh: 0.73585 0.83360 -0.28661
P: 0.67086 -2.42886 -0.71433
P: 2.95891 1.07760 -0.16333
P: 0.47364 1.12941 -2.43301
H: -4.09346 1.04653 0.34113
C: -4.24666 0.63834 -0.66278
C: -3.99033 -0.63314 -1.00424
H: -3.67331 -1.39467 -0.29293
C: 0.58132 -3.07617 0.95285
C: 2.09905 -3.10418 -1.56950
C: -0.84356 -2.80007 -1.59467
C: 3.34930 2.50722 0.89620
C: 3.82125 -0.34140 0.59382
C: 3.94066 1.43782 -1.66178
C: -1.31681 1.06517 -2.76301
C: 1.21986 -0.09704 -3.57215
C: 0.99915 2.75434 -3.08436
H: -4.69492 1.33856 -1.38636
H: -4.17831 -0.99299 -2.02369
H: -0.28924 -2.66752 1.48425
H: 1.48814 -2.82653 1.52433
H: 0.48784 -4.16915 0.88281
H: 2.98545 -2.46749 -1.43262
H: 1.88332 -3.19024 -2.64297
H: 2.30822 -4.10518 -1.16225
H: -1.64348 -2.08944 -1.34125
H: -1.16772 -3.81444 -1.31642
H: -0.67111 -2.77188 -2.68090
H: 4.01363 3.18874 0.34942
H: 3.86091 2.15573 1.80042
H: 2.42416 3.03556 1.16188
H: 4.67994 -0.61862 -0.03355
H: 3.16353 -1.21485 0.69930
H: 4.18323 -0.04694 1.58859
H: 4.94136 1.00663 -1.52706
H: 4.03213 2.52503 -1.77271
H: 3.49598 1.01990 -2.56823
H: -1.59608 1.89076 -3.42837
H: -1.88829 1.14850 -1.83046
H: -1.57950 0.11681 -3.24704
H: 1.36479 0.38333 -4.54942
H: 0.54489 -0.95386 -3.69425
H: 2.18984 -0.45630 -3.20782
H: 1.40653 2.63076 -4.09692
H: 1.76204 3.20346 -2.43895
H: 0.13670 3.42995 -3.11950
C: -0.08438 4.17829 -0.10323
C: 0.71371 5.37296 -0.26827
C: 0.39610 6.28669 -1.25883
C: -0.76220 6.13707 -2.02831
C: -1.62373 5.05412 -1.78858
C: -1.33140 4.11772 -0.81730
O: 0.33888 3.18359 0.58556
H: 0.90186 -0.95839 -0.63868
H: 1.59528 5.47723 0.36223
H: 1.06541 7.13163 -1.43609
H: -1.00570 6.87103 -2.79645
H: -2.53218 4.94578 -2.38246
H: -1.98918 3.27469 -0.62074
N: 0.44605 0.43454 1.63730
S: -0.85916 0.94248 2.46015
C: -1.66044 -0.61512 2.93376
C: -1.13404 -1.44213 3.92849
C: -1.74140 -2.67262 4.19342
C: -2.86820 -3.06216 3.46022
C: -3.39218 -2.22794 2.46792
C: -2.78699 -1.00599 2.19194
C: -0.18882 1.46979 4.03704
C: -0.99482 1.44586 5.18790
C: -0.42814 1.71100 6.43620
C: 0.93166 2.03552 6.52649
C: 1.70955 2.15196 5.36720
C: 1.13390 1.91777 4.11333
H: 1.06744 -0.15045 2.19209
H: -0.26481 -1.12052 4.50281
H: -1.33723 -3.31575 4.97313
H: -3.33882 -4.02045 3.66686
H: -4.27691 -2.53017 1.90494
H: -3.15670 -0.35603 1.39707
H: -2.04814 1.18396 5.10179
H: -1.04581 1.65784 7.33578
H: 1.38167 2.22272 7.50305
H: 2.76237 2.43283 5.43187
H: 1.70454 2.05155 3.19548

(6)
The following is a quantum chemistry calculation of C21H29AsClF6HgNO as an isolated structure in a non-equilibrium geometry, from the Open Molecules 2025 dataset.

net charge: -2
HOMO (spin up / spin down): -1.10 / -1.25 eV
LUMO energy (spin up / spin down): 4.15 / 4.15 eV
spin multiplicity: 1

Cartesian coordinates (Å):
Hg: 0.19922 -0.00428 0.40558
F: -1.68960 -1.92674 -1.18946
As: -2.23019 -3.52526 -1.62893
F: -2.91675 -3.76519 -0.05094
F: -3.75172 -2.84992 -2.18417
F: -0.71689 -4.21609 -1.11764
F: -1.58173 -3.29898 -3.24004
F: -2.78864 -5.12890 -2.10036
Cl: 5.76713 2.61409 3.63045
C: 4.84685 1.78107 2.39869
C: 4.41190 0.48279 2.62587
C: 3.69390 -0.17250 1.64912
C: 3.36498 0.44282 0.42105
C: 2.55859 -0.22151 -0.56405
C: 3.83363 1.76061 0.23396
C: 4.56227 2.42086 1.20418
H: 4.62986 -0.00255 3.56781
H: 3.34059 -1.18058 1.83027
H: 2.57779 -1.30640 -0.55213
H: 2.57780 0.20166 -1.56286
H: 3.60006 2.26730 -0.69581
H: 4.91003 3.43231 1.03691
C: -1.03751 -2.85151 3.26520
C: -0.75149 -1.98263 4.49455
C: 0.76119 -1.85563 4.72238
C: -1.41493 -0.61609 4.41849
C: -2.27518 -0.27264 5.44102
C: -2.96121 0.93669 5.46206
C: -2.72952 1.83113 4.42950
C: -1.83500 1.58202 3.39962
C: -1.64998 2.71827 2.40554
C: -2.35702 2.44083 1.07405
C: -0.18231 3.11786 2.21750
C: -1.12238 0.32627 3.34122
N: -0.13791 -0.03621 2.52871
H: -0.60314 -3.84761 3.38770
H: -0.60486 -2.39189 2.38050
H: -2.11076 -2.95827 3.10370
H: -1.17884 -2.49198 5.36866
H: 1.18767 -1.28864 3.89576
H: 1.23018 -2.84335 4.76783
H: 0.97038 -1.32337 5.65399
H: -2.45990 -0.99311 6.23446
H: -3.65136 1.17308 6.26378
H: -3.25666 2.78280 4.44079
H: -2.14651 3.59675 2.83784
H: -1.91165 1.58478 0.56544
H: -2.29384 3.31060 0.41285
H: -3.40970 2.21728 1.25210
H: 0.42958 2.27243 1.91442
H: 0.21972 3.48986 3.16192
H: -0.09110 3.90780 1.46464
C: -0.25440 4.37099 -2.17988
C: 0.62007 3.12495 -2.27419
O: -0.02982 2.04601 -2.91285
H: 0.33901 5.20224 -1.79448
H: -1.09880 4.20688 -1.51004
H: -0.63396 4.63464 -3.16776
H: 0.96560 2.84145 -1.27316
H: 1.49531 3.35368 -2.88853
H: -0.53575 1.54825 -2.26022